1 | # C22H19N7OPtS2

C22H19N7OPtS2 as an isolated structure (ωB97M-V/def2-TZVPD, the OMol25 dataset).

HOMO energy: -7.14 eV
LUMO: -0.2 eV

Positions of all 52 atoms, in Å:
Pt  2.067  -3.232  0.449
S  3.691  -3.626  2.008
C  4.210  -4.988  1.065
S  3.062  -5.129  -0.222
C  5.324  -5.754  1.263
C  5.640  -6.817  0.368
N  5.882  -7.671  -0.366
C  6.185  -5.489  2.370
N  6.864  -5.259  3.270
C  -6.814  4.668  0.593
C  -5.377  4.252  0.445
C  -5.023  2.931  0.206
C  -3.696  2.546  0.053
C  -2.681  3.489  0.165
N  -1.313  3.169  0.000
C  -0.643  1.993  0.254
O  0.438  1.758  -0.249
N  -1.271  1.156  1.148
C  -0.887  -0.141  1.504
C  -1.759  -0.886  2.293
C  -1.423  -2.177  2.645
C  -0.231  -2.710  2.192
N  0.610  -1.995  1.438
C  0.313  -0.732  1.115
C  -3.023  4.819  0.400
C  -4.348  5.189  0.529
H  -7.482  3.810  0.525
H  -7.100  5.377  -0.185
H  -6.987  5.153  1.555
H  -5.798  2.181  0.113
H  -3.466  1.517  -0.191
H  -0.728  3.845  -0.464
H  -2.117  1.497  1.576
H  -2.693  -0.450  2.629
H  -2.077  -2.772  3.266
H  0.082  -3.716  2.435
H  1.049  -0.180  0.557
H  -2.239  5.562  0.489
H  -4.589  6.230  0.712
N  3.527  0.563  -4.553
C  3.144  -0.185  -3.481
C  4.063  -0.971  -2.778
C  3.633  -1.728  -1.715
N  2.359  -1.761  -1.297
C  1.481  -1.014  -1.977
C  1.814  -0.220  -3.050
H  4.502  0.687  -4.755
H  2.887  1.217  -4.965
H  5.109  -0.992  -3.057
H  4.328  -2.336  -1.150
H  0.453  -1.049  -1.638
H  1.050  0.370  -3.537

Results of the natural (NBO) charge analysis, in e, for atoms 1 through 4:
1 Pt 0.564
2 S -0.031
3 C -0.221
4 S -0.016

2 | # C22H19N7OPtS2

C22H19N7OPtS2 as an isolated structure (ωB97M-V/def2-TZVPD, the OMol25 dataset).

HOMO energy: -7.58 eV
LUMO: -1.4 eV

Positions of all 52 atoms, in Å:
Pt  0.293  0.288  0.251
S  1.567  2.035  -0.426
C  -1.193  2.047  1.039
S  -1.878  0.969  -0.155
C  -1.097  1.788  2.399
C  -1.272  0.464  2.887
N  -1.331  -0.625  3.261
C  -0.740  2.824  3.310
N  -0.451  3.660  4.048
C  6.748  0.494  5.584
C  5.893  1.280  4.623
C  5.666  0.839  3.326
C  4.896  1.575  2.437
C  4.333  2.786  2.828
N  3.541  3.481  1.893
C  3.274  4.821  1.918
O  3.801  5.621  2.663
N  2.377  5.278  0.952
C  1.292  4.693  0.286
C  0.650  5.357  -0.688
C  -0.586  4.848  -1.222
C  -1.217  3.847  -0.609
N  -0.678  3.263  0.544
C  0.764  3.343  0.678
C  4.552  3.243  4.126
C  5.318  2.489  5.000
H  6.949  -0.509  5.204
H  6.262  0.396  6.556
H  7.710  0.986  5.746
H  6.114  -0.093  2.996
H  4.742  1.221  1.422
H  3.269  2.953  1.075
H  2.380  6.285  0.938
H  1.019  6.321  -1.024
H  -1.042  5.319  -2.080
H  -2.182  3.482  -0.920
H  1.030  3.115  1.702
H  4.126  4.182  4.443
H  5.473  2.859  6.009
N  5.502  -2.977  0.692
C  4.365  -2.249  0.603
C  3.768  -1.969  -0.637
C  2.614  -1.233  -0.684
N  2.011  -0.755  0.420
C  2.582  -1.003  1.612
C  3.728  -1.743  1.744
H  5.969  -3.307  -0.132
H  5.937  -3.146  1.580
H  4.206  -2.330  -1.560
H  2.135  -1.004  -1.624
H  2.079  -0.601  2.480
H  4.129  -1.921  2.732

Results of the natural (NBO) charge analysis, in e, for atoms 1 through 4:
1 Pt 0.560
2 S -0.105
3 C 0.158
4 S -0.120

Pick 1: it beats the second-best structure by 0.0392 hartree.

1 | # C3H3N3

A 2-piece molecular cluster, C3H3N3 overall (ωB97M-V/def2-TZVPD, the OMol25 dataset).

HOMO energy (spin up / spin down): -10.42 / -11.72 eV
LUMO (spin up / spin down): -1.2 / -2.7 eV

Positions of all 9 atoms, in Å:
C  0.442  1.650  0.327
C  1.418  -0.601  0.092
C  0.542  0.346  0.801
N  0.312  2.722  -0.054
N  1.881  -1.458  -0.507
N  -1.649  -0.999  -0.367
H  0.053  0.031  1.740
H  -0.766  -1.227  -0.918
H  -2.234  -0.464  -1.115

Results of the natural (NBO) charge analysis, in e, for atoms 1 through 4:
1 C 0.191
2 C 0.219
3 C -0.235
4 N -0.214

2 | # C3H3N3

C3H3N3 as an isolated structure (ωB97M-V/def2-TZVPD, the OMol25 dataset).

HOMO energy (spin up / spin down): -9.72 / -9.71 eV
LUMO (spin up / spin down): -1.1 / -1.1 eV

Positions of all 9 atoms, in Å:
N  -0.282  -1.483  -0.537
C  0.339  0.612  0.632
C  0.640  -0.557  -0.130
N  1.865  -0.367  -0.166
C  -0.223  1.767  0.009
N  -0.724  2.687  -0.493
H  -0.635  -2.086  0.183
H  -0.941  -1.125  -1.204
H  0.104  0.471  1.689

Results of the natural (NBO) charge analysis, in e, for atoms 1 through 4:
1 N -0.885
2 C -0.259
3 C 0.309
4 N -0.162

3 | # C3H3N3

C3H3N3 as an isolated structure (ωB97M-V/def2-TZVPD, the OMol25 dataset).

HOMO energy: -9.24 eV
LUMO: 0.0 eV

Positions of all 9 atoms, in Å:
N  0.709  0.234  -0.952
C  -0.284  0.207  0.259
C  -1.478  -0.507  -0.018
N  -2.457  -1.057  -0.316
C  0.380  0.116  1.510
N  0.977  0.094  2.506
H  1.670  0.051  -0.678
H  0.380  -0.320  -1.737
H  0.103  1.182  -0.573

Results of the natural (NBO) charge analysis, in e, for atoms 1 through 4:
1 N -0.800
2 C -0.413
3 C 0.241
4 N -0.305

Pick 2: it beats the second-best structure by 0.0057 hartree.